A structure of composition C24H56AsF6N8O8Y, computed with ωB97M-V/def2-TZVPD.

Last column: Löwdin charge in e.
Element x y z (Å)
Y (2.3273, 3.5183, -3.2836)  2.1163
As (0.3977, 0.9998, -0.5905)  0.9794
F (1.2322, 1.8430, -1.9257)  -0.3428
F (1.9259, 0.1023, -0.2486)  -0.2379
F (-0.4972, 0.2648, 0.8216)  -0.2363
F (-1.0434, 2.0426, -0.8690)  -0.2575
F (-0.1925, -0.2953, -1.6855)  -0.2262
F (1.0272, 2.2409, 0.4871)  -0.2454
C (-0.1258, 1.9477, 3.7231)  0.0073
C (1.1752, 1.2169, 3.9268)  -0.5616
O (1.4142, 0.7816, 5.0305)  0.0751
N (2.0189, 1.1813, 2.8798)  0.0238
C (3.2475, 0.3788, 2.7947)  -0.0448
H (-0.2913, 2.5847, 4.5920)  0.0951
H (-1.0068, 1.3103, 3.6472)  0.0641
H (-0.0182, 2.5070, 2.7938)  0.0501
H (1.7360, 1.4747, 1.9557)  0.0513
H (4.0859, 0.8678, 2.2985)  0.0416
H (3.0135, -0.5396, 2.2563)  0.0722
H (3.5905, 0.0451, 3.7741)  0.0969
C (-5.2044, 2.6964, -0.0210)  0.0018
C (-5.0021, 3.4011, 1.3672)  -0.5347
O (-5.5851, 4.3961, 1.7165)  0.0514
N (-4.1593, 2.7970, 2.2785)  0.0103
C (-3.4215, 1.5673, 2.0136)  -0.1035
H (-5.8466, 3.3317, -0.6309)  0.0793
H (-5.7809, 1.7737, 0.0451)  0.0822
H (-4.2991, 2.4389, -0.5710)  0.0581
H (-4.1534, 3.2078, 3.2011)  0.1393
H (-2.6635, 1.5969, 1.2308)  0.0535
H (-4.1155, 0.8499, 1.5755)  0.0764
H (-3.1206, 1.0785, 2.9402)  0.0751
C (4.9604, 0.7864, -0.7839)  0.0370
C (4.2985, 2.0540, -0.5080)  -0.5233
O (3.5731, 2.6786, -1.3139)  -0.1254
N (4.5406, 2.5849, 0.6626)  0.0684
C (4.0030, 3.8286, 1.1785)  -0.0137
H (4.7253, 0.4817, -1.8036)  0.0811
H (4.6148, 0.0280, -0.0814)  0.1020
H (6.0371, 0.9541, -0.7554)  0.1180
H (5.0895, 1.9832, 1.2600)  0.1412
H (3.3313, 3.6782, 2.0236)  0.0962
H (3.3770, 4.3950, 0.4890)  0.0613
H (4.7935, 4.5219, 1.4657)  0.1037
C (-2.0035, -2.4726, -2.2430)  -0.0302
C (-3.1636, -3.1880, -2.7394)  -0.6297
O (-3.9127, -3.6232, -1.9062)  0.0661
N (-3.2641, -3.3428, -4.0564)  0.0278
C (-4.3479, -4.1245, -4.7173)  -0.0442
H (-2.3149, -1.5997, -1.6692)  0.0732
H (-1.3479, -2.0729, -3.0166)  0.0605
H (-1.4795, -3.1222, -1.5419)  0.0884
H (-2.6132, -2.9264, -4.7068)  0.1288
H (-4.0116, -5.0874, -5.1018)  0.0797
H (-4.6356, -3.5890, -5.6220)  0.0738
H (-5.2613, -4.2675, -4.1400)  0.0873
C (0.9580, 6.5071, -0.1630)  0.0491
C (0.4827, 5.2162, -0.7415)  -0.5085
O (1.2692, 4.5283, -1.4487)  -0.1729
N (-0.7484, 4.8534, -0.5686)  0.0867
C (-1.6283, 5.2610, 0.5112)  0.0006
H (0.5061, 6.8318, 0.7743)  0.1004
H (0.7850, 7.2033, -0.9836)  0.1183
H (1.9856, 6.2903, 0.1290)  0.0876
H (-0.8558, 4.0056, -1.1070)  0.1210
H (-1.6641, 6.3496, 0.5542)  0.1038
H (-1.4659, 4.8857, 1.5216)  0.1057
H (-2.5880, 4.7851, 0.3101)  0.0941
C (-4.0010, -4.4938, 4.0401)  0.0003
C (-2.8864, -3.5256, 3.6127)  -0.5229
O (-1.8025, -3.5346, 4.1674)  0.0453
N (-3.1410, -2.7935, 2.4692)  -0.0006
C (-2.2310, -1.8417, 1.9440)  -0.1084
H (-3.5709, -5.1321, 4.8119)  0.0834
H (-4.3219, -5.0174, 3.1395)  0.0792
H (-4.9004, -4.0284, 4.4432)  0.0773
H (-4.0802, -2.6997, 2.1099)  0.1374
H (-1.2422, -2.2465, 1.7285)  0.0662
H (-2.2055, -0.9899, 2.6236)  0.0663
H (-2.6342, -1.4349, 1.0166)  0.0761
C (1.3743, -3.1793, 0.6693)  -0.0194
C (1.3050, -4.5040, 0.0733)  -0.5769
O (0.9148, -4.5918, -1.1087)  -0.0058
N (1.5270, -5.5892, 0.8053)  0.0181
C (1.4826, -6.9386, 0.3071)  -0.0507
H (0.7489, -2.4822, 0.1114)  0.0636
H (2.3976, -2.8130, 0.7508)  0.0832
H (0.8628, -3.1994, 1.6316)  0.0868
H (1.5873, -5.2830, 1.7659)  0.1451
H (2.2211, -7.5276, 0.8509)  0.0891
H (1.6542, -6.9670, -0.7689)  0.0878
H (0.5026, -7.4024, 0.4191)  0.0912
C (3.8213, -0.3553, -5.3928)  0.0430
C (3.1016, 0.1404, -4.1486)  -0.4902
O (2.8134, 1.3372, -4.0780)  -0.1540
N (2.5942, -0.6802, -3.2537)  0.0742
C (2.9150, -2.0582, -2.9450)  -0.0035
H (3.3074, 0.1892, -6.1850)  0.0962
H (3.5512, -1.3488, -5.7507)  0.0973
H (4.9076, -0.2666, -5.3809)  0.1061
H (1.9786, -0.4034, -2.5024)  0.0930
H (3.0925, -2.2895, -1.8947)  0.0958
H (3.7072, -2.3916, -3.6153)  0.1004
H (1.9599, -2.5411, -3.1515)  0.1067

Computed properties:
spin multiplicity: 1
calculated total energy: -4861.0283 Eh
Kohn-Sham gap: 3.175 eV
relative energy (zero: lowest compared OMol25 entry of this formula, charge and spin): 139.3 kcal per mole
charge: +2

=====

A cluster of 7 separate species, C20H49ClF2NO8P in total, computed with ωB97M-V/def2-TZVPD.

Last column: Löwdin charge in e.
Element x y z (Å)
C (0.1665, 3.0722, -1.8390)  -0.1242
C (-0.5302, 1.9695, -2.7761)  -0.2433
C (-0.7816, 0.5430, -2.0787)  -0.2080
C (-1.3493, 0.6061, -0.5752)  -0.1987
C (-0.5901, -0.3999, 0.4558)  -0.2439
C (1.0152, -0.2868, 0.4045)  -0.3925
P (1.6678, -1.8922, -0.3898)  0.6940
Cl (1.6081, -3.3367, 1.1874)  0.1809
N (3.4024, -1.7274, -0.8294)  -0.1418
C (3.6735, -0.4853, -1.5955)  -0.3768
O (4.8638, -0.1204, -1.7037)  0.1299
F (2.6683, 0.2879, -2.2579)  0.0375
C (3.6755, -2.8667, -1.7760)  -0.3986
O (4.6822, -3.5857, -1.7249)  0.1488
F (2.6637, -3.1242, -2.7759)  0.0016
H (-0.6214, 3.8021, -1.4068)  0.0652
H (0.9130, 3.7565, -2.4044)  0.0818
H (0.6960, 2.5685, -0.9594)  0.0570
H (-1.5010, 2.3284, -3.2883)  0.1116
H (0.2081, 1.7754, -3.6508)  0.0864
H (-1.5992, 0.0147, -2.7119)  0.1112
H (0.1501, -0.1408, -2.1848)  0.0779
H (-2.4451, 0.2265, -0.5969)  0.1051
H (-1.3901, 1.6470, -0.1107)  0.0882
H (-0.9160, -0.1241, 1.5283)  0.1156
H (-0.9013, -1.5023, 0.3045)  0.0950
H (1.3859, -0.2780, 1.5047)  0.0738
H (1.4205, 0.6632, -0.0847)  0.0723
C (0.7328, -8.1061, -0.2274)  -0.0895
C (0.1088, -6.8159, 0.2660)  -0.3277
O (-1.2573, -7.0299, 0.6033)  -0.0917
H (0.1956, -8.4820, -1.1022)  0.0772
H (1.7813, -7.9551, -0.4952)  0.0759
H (0.6742, -8.8830, 0.5410)  0.0708
H (0.1496, -6.0499, -0.5112)  0.1109
H (0.6341, -6.4396, 1.1493)  0.0877
H (-1.2837, -7.7026, 1.2975)  0.0644
C (-0.1817, -7.6640, 4.4215)  -0.0929
C (-1.0015, -6.4267, 4.7311)  -0.3207
O (-1.1780, -5.6483, 3.5548)  -0.0893
H (0.7957, -7.3854, 4.0184)  0.0772
H (-0.0336, -8.2693, 5.3192)  0.0740
H (-0.6773, -8.2768, 3.6620)  0.0643
H (-0.4933, -5.8074, 5.4733)  0.1128
H (-1.9865, -6.6987, 5.1242)  0.1081
H (-1.6360, -6.1999, 2.9052)  0.0598
C (-1.8928, 6.1168, 1.6616)  -0.0875
C (-0.8922, 4.9949, 1.4662)  -0.3112
O (-0.1657, 5.1919, 0.2592)  -0.1070
H (-2.5889, 6.1607, 0.8197)  0.0775
H (-2.4625, 5.9758, 2.5836)  0.0736
H (-1.3851, 7.0849, 1.7064)  0.0726
H (-1.4047, 4.0322, 1.4002)  0.1034
H (-0.1837, 4.9525, 2.2994)  0.1001
H (0.2921, 6.0410, 0.3283)  0.0914
C (-5.7555, 3.0833, 0.6269)  -0.0933
C (-4.9686, 1.7878, 0.6366)  -0.3151
O (-3.5871, 2.0540, 0.8462)  -0.1100
H (-5.3890, 3.7486, -0.1594)  0.0772
H (-6.8187, 2.8932, 0.4610)  0.0739
H (-5.6371, 3.6152, 1.5757)  0.0715
H (-5.0717, 1.2707, -0.3199)  0.1136
H (-5.3226, 1.1213, 1.4295)  0.1105
H (-3.5026, 2.5035, 1.6983)  0.0838
C (2.4604, 3.9168, -6.9900)  -0.0967
C (1.8652, 2.9932, -5.9457)  -0.3305
O (0.4879, 3.2921, -5.7532)  -0.0983
H (2.3532, 4.9609, -6.6842)  0.0769
H (3.5206, 3.7011, -7.1433)  0.0738
H (1.9377, 3.8090, -7.9451)  0.0715
H (2.3754, 3.1196, -4.9882)  0.1098
H (1.9586, 1.9461, -6.2512)  0.1092
H (0.0413, 3.1695, -6.6017)  0.0850
C (3.2339, 2.1085, 3.2151)  -0.0866
C (2.0813, 3.0930, 3.2116)  -0.3298
O (0.9374, 2.5095, 3.8249)  -0.0932
H (2.9595, 1.1947, 2.6814)  0.0577
H (4.1186, 2.5413, 2.7418)  0.0776
H (3.4898, 1.8157, 4.2378)  0.0755
H (1.8143, 3.3659, 2.1880)  0.1046
H (2.3443, 4.0063, 3.7550)  0.1089
H (1.1784, 2.2790, 4.7323)  0.0825

Computed properties:
SMILES string: CCCCCCP(Cl)N(C(=O)F)C(=O)F.CCO.CCO.CCO.CCO.CCO.CCO
spin multiplicity: 1
calculated total energy: -2449.2263 Eh
Kohn-Sham gap: 8.683 eV

=====

The molecule C22H25N7O2S, computed with ωB97M-V/def2-TZVPD.

Last column: natural (NBO) charge in e.
Element x y z (Å)
C (0.5347, -3.2911, -0.8839)  -0.6205
C (1.9575, -3.2312, -1.4205)  -0.2192
N (2.7015, -2.1130, -0.8620)  -0.4157
C (3.6954, -2.3560, 0.0745)  0.6580
O (3.9569, -3.4791, 0.4559)  -0.6046
C (4.3776, -1.1514, 0.5034)  -0.3545
S (5.6614, -1.1502, 1.6528)  0.5210
C (5.8246, 0.5495, 1.4943)  -0.3645
C (4.9492, 1.1024, 0.6119)  -0.2769
C (4.1075, 0.1236, 0.0406)  0.1911
N (3.0951, 0.2536, -0.8777)  -0.3649
C (2.4573, 1.2896, -1.5223)  0.3480
C (2.7742, 2.7318, -1.3901)  -0.4469
C (2.1852, 3.3104, -0.0944)  -0.3945
C (0.6925, 2.9987, 0.0062)  -0.5061
C (0.4717, 1.5945, 0.5565)  0.7109
O (1.3542, 0.9900, 1.1482)  -0.6753
N (-0.7477, 1.0488, 0.3752)  -0.4426
C (-1.9235, 1.6695, -0.1912)  -0.2249
C (-3.0484, 1.6813, 0.8566)  -0.2332
N (-3.3170, 0.3424, 1.3331)  -0.4187
C (-4.3064, -0.3853, 0.7227)  0.3912
C (-4.5475, -1.7413, 1.0048)  -0.3103
C (-5.6151, -2.3652, 0.3977)  -0.1421
C (-6.4288, -1.6498, -0.4732)  -0.3181
C (-6.1158, -0.3209, -0.6845)  0.0712
N (-5.0946, 0.2937, -0.1165)  -0.5020
C (-2.1324, -0.2535, 1.9051)  -0.2067
C (-1.0098, -0.2907, 0.8607)  -0.2441
N (1.4778, 0.8197, -2.2343)  -0.2809
N (1.4193, -0.5197, -2.0915)  -0.3503
C (2.3794, -0.8578, -1.2769)  0.5178
H (0.0355, -4.1723, -1.2765)  0.2157
H (0.5411, -3.3448, 0.2021)  0.2070
H (-0.0066, -2.4047, -1.2014)  0.2273
H (2.5135, -4.1306, -1.1470)  0.2412
H (1.9397, -3.1121, -2.5063)  0.2144
H (6.5691, 1.0616, 2.0711)  0.2417
H (4.9114, 2.1520, 0.3931)  0.2319
H (3.8537, 2.8898, -1.4246)  0.2180
H (2.3238, 3.2347, -2.2478)  0.2401
H (2.3465, 4.3895, -0.0861)  0.2113
H (2.6841, 2.8746, 0.7734)  0.2294
H (0.2422, 3.0826, -0.9825)  0.2294
H (0.2067, 3.7050, 0.6839)  0.2326
H (-1.7168, 2.6860, -0.5143)  0.2166
H (-2.2498, 1.0820, -1.0571)  0.2081
H (-3.9632, 2.0765, 0.4175)  0.2560
H (-2.7469, 2.2941, 1.7125)  0.1905
H (-3.9246, -2.2962, 1.6870)  0.2119
H (-5.8158, -3.4074, 0.6021)  0.2151
H (-7.2701, -2.1111, -0.9642)  0.2185
H (-6.7058, 0.2979, -1.3492)  0.1898
H (-2.3325, -1.2572, 2.2725)  0.2103
H (-1.8169, 0.3661, 2.7518)  0.2019
H (-0.0868, -0.6805, 1.2918)  0.2499
H (-1.3178, -0.9187, 0.0173)  0.1996

Computed properties:
SMILES string: CCn1c(=O)c2sccc2n2c(CCCC(=O)N3CCN(c4ccccn4)CC3)nnc12
spin multiplicity: 1
calculated total energy: -1785.3633 Eh
Kohn-Sham gap: 8.192 eV
relative energy (zero: lowest compared OMol25 entry of this formula, charge and spin): 9.5 kcal per mole

=====

no.,LUMO level (eV)
1,-9.1
2,-0.3
3,0.3